The following is a DFT calculation (wB97M-V/def2-TZVPD) of 15 unconnected molecules or ions with the total composition C60H165N15O15 in a non-equilibrium geometry.

The geometry in XYZ format:
```
255
C60H165N15O15 (wB97M-V/def2-TZVPD)
C 5.9880 0.6660 3.7860
C 5.8902 2.1964 3.3753
C 4.4422 2.7179 3.3506
O 3.5461 1.7396 2.8330
C 2.1817 2.1277 2.6150
N 6.6382 3.1158 4.2110
H 5.5728 0.5664 4.8246
H 7.0740 0.4155 3.7523
H 5.3655 0.0591 3.0885
H 6.4335 2.2349 2.3960
H 4.3649 3.6394 2.7743
H 4.1783 2.8472 4.3938
H 1.8546 1.2490 2.0315
H 2.0800 3.0587 2.0903
H 1.5802 2.3031 3.5060
H 6.1878 3.3470 5.1360
H 7.6177 2.8285 4.3647
C 5.9930 -5.0567 2.5459
C 5.3199 -4.2213 1.4619
C 4.1726 -3.3883 1.9916
O 3.6739 -2.6973 0.8882
C 2.5856 -1.8335 1.2679
N 6.3845 -3.3061 0.9051
H 6.6361 -4.3250 3.0978
H 6.7030 -5.8073 2.2701
H 5.2366 -5.3604 3.2871
H 4.8633 -4.8284 0.6236
H 4.6024 -2.7071 2.8104
H 3.3463 -4.0150 2.4735
H 2.1739 -1.4114 0.3539
H 3.0285 -1.0895 2.0052
H 1.8593 -2.3597 1.8881
H 6.0015 -2.6397 0.2542
H 6.7345 -2.7043 1.6200
C -5.2250 5.5204 -2.1556
C -5.2943 3.9920 -1.7768
C -4.3543 3.0747 -2.5712
O -4.6644 3.1983 -3.9970
C -4.0339 2.2377 -4.7958
N -4.9580 3.8670 -0.3574
H -5.1873 5.6531 -3.2323
H -4.2208 5.8850 -1.8092
H -6.0178 6.0734 -1.6353
H -6.3004 3.6354 -1.8395
H -4.5987 2.0407 -2.3299
H -3.3176 3.3705 -2.2230
H -3.0338 2.5600 -4.9720
H -4.5968 2.2066 -5.7590
H -3.9545 1.2381 -4.4260
H -4.9803 2.8206 -0.2031
H -3.9810 4.1195 -0.1103
C -4.0027 0.2049 4.0515
C -3.2879 1.5621 3.7455
C -1.7754 1.5191 3.8314
O -1.2330 2.8301 3.6435
C -1.2344 3.6803 4.7772
N -3.5832 2.1220 2.4444
H -3.7205 -0.4814 3.2523
H -5.0933 0.3505 4.0184
H -3.5256 -0.0996 4.9967
H -3.5749 2.2552 4.5753
H -1.3353 0.9920 2.9751
H -1.4461 1.0048 4.7580
H -0.7922 4.6144 4.4624
H -0.5487 3.3493 5.5375
H -2.1719 3.8874 5.2035
H -4.5758 2.2811 2.2049
H -2.9060 2.9159 2.2885
C -3.7792 -6.8049 -0.0953
C -3.6500 -5.3335 -0.5581
C -3.3737 -4.3545 0.5476
O -4.5283 -4.4336 1.4962
C -4.2954 -3.6204 2.6611
N -2.6801 -5.3270 -1.5992
H -4.6279 -6.9324 0.6204
H -2.8319 -7.1048 0.3371
H -3.9710 -7.4280 -0.9789
H -4.5878 -5.0303 -0.9273
H -3.4725 -3.3868 0.0842
H -2.4682 -4.4582 1.0894
H -5.1728 -3.0608 2.9649
H -3.4236 -2.9199 2.5646
H -3.9874 -4.3312 3.4402
H -2.4326 -4.4300 -1.8845
H -1.8268 -5.8087 -1.3814
C 2.8923 -4.1819 5.5668
C 2.8115 -2.6994 5.4247
C 1.4135 -2.1710 5.2191
O 0.8526 -2.9640 4.1693
C -0.5438 -3.0333 4.0524
N 3.5108 -1.9452 6.4276
H 2.4057 -4.5286 6.5272
H 3.9265 -4.5476 5.4557
H 2.2258 -4.5621 4.7889
H 3.3440 -2.5390 4.4272
H 1.5454 -1.0659 4.9524
H 0.8675 -2.3649 6.1316
H -0.9908 -2.1644 4.4589
H -1.0050 -3.8939 4.5417
H -0.8108 -3.1577 3.0300
H 4.2872 -2.4428 6.8165
H 2.9705 -1.7432 7.3347
C 5.7863 -0.2361 -2.0871
C 6.1189 0.6414 -0.8385
C 4.8771 0.9813 -0.0897
O 3.9918 1.6106 -1.0172
C 2.6265 1.1058 -1.0578
N 7.0828 0.0536 0.1069
H 5.4610 -1.2719 -1.8138
H 6.6569 -0.3366 -2.7306
H 5.0436 0.2132 -2.6918
H 6.5197 1.5999 -1.1433
H 4.9435 1.6557 0.7672
H 4.4447 0.0521 0.1949
H 1.8878 1.8989 -0.7661
H 2.5701 0.2206 -0.4372
H 2.3168 0.7261 -2.0171
H 6.9068 -0.9506 0.1886
H 8.0252 0.0197 -0.2761
C 0.0145 1.9664 -3.8493
C 0.7806 1.0995 -4.8199
C 0.3366 1.4636 -6.2496
O -1.0625 1.3987 -6.3829
C -1.5068 1.6080 -7.6756
N 2.2149 1.4197 -4.6733
H -0.0982 2.9457 -4.2978
H 0.5886 2.0864 -2.9156
H -0.9514 1.5368 -3.4873
H 0.4877 0.0759 -4.5901
H 0.8338 0.7105 -7.0015
H 0.6999 2.4648 -6.5342
H -2.4581 1.2281 -7.7388
H -0.8452 0.9747 -8.2517
H -1.4503 2.6689 -7.9492
H 2.8153 0.8547 -5.2173
H 2.5639 1.6178 -3.7463
C -7.9538 0.1406 2.1511
C -7.6599 -0.7610 0.9383
C -6.3080 -0.4121 0.3304
O -6.2609 0.8357 -0.3259
C -6.9144 0.7320 -1.5988
N -7.6691 -2.1702 1.3594
H -7.0534 0.1145 2.6782
H -8.7436 -0.2661 2.7321
H -8.1286 1.2047 1.8433
H -8.4970 -0.6389 0.2036
H -6.0032 -1.2629 -0.3284
H -5.6043 -0.3899 1.1419
H -6.1769 1.0160 -2.3576
H -7.6666 1.5203 -1.6440
H -7.3906 -0.2310 -1.7530
H -8.0420 -2.2246 2.2799
H -6.7756 -2.6456 1.2967
C -1.3469 6.8370 1.2341
C -0.0138 7.4600 1.0833
C 0.8921 6.9299 2.2351
O 0.3856 7.3937 3.4947
C 0.7694 8.6794 3.8490
N 0.7194 7.2544 -0.1391
H -1.8074 7.0584 2.1588
H -1.2160 5.7362 1.2128
H -2.1185 7.1467 0.4740
H -0.2067 8.5066 1.2098
H 1.9260 7.2779 2.1545
H 1.0170 5.8575 2.2699
H 0.2386 9.4537 3.2976
H 1.8351 8.8069 3.5481
H 0.6296 8.7880 4.9488
H 0.9569 6.2893 -0.2682
H 0.1068 7.5376 -0.8935
C 1.9858 -4.2302 -5.6959
C 2.3015 -4.7724 -4.3514
C 2.6984 -3.6150 -3.4304
O 1.5399 -2.7944 -3.3075
C 1.7799 -1.5104 -2.8212
N 1.2088 -5.6354 -3.8102
H 2.7457 -3.5246 -6.0861
H 1.1100 -3.6212 -5.6194
H 1.7369 -4.9834 -6.4815
H 3.1826 -5.3737 -4.3796
H 3.5581 -3.0484 -3.8532
H 3.0038 -4.0456 -2.4112
H 0.7741 -1.0941 -2.7934
H 2.4287 -0.8503 -3.4495
H 2.2313 -1.6001 -1.7488
H 1.3774 -5.6998 -2.8015
H 0.3264 -5.1581 -3.8302
C -0.0133 -6.7440 2.6566
C 0.9370 -7.1803 1.5715
C 1.2385 -5.9018 0.6836
O 0.1602 -5.3189 -0.0615
C 0.1403 -3.8832 -0.1625
N 2.2772 -7.4420 2.1183
H 0.4269 -5.8688 3.1562
H -0.0768 -7.5668 3.4204
H -0.9967 -6.4862 2.3052
H 0.4493 -7.9494 0.9151
H 2.0417 -6.1259 -0.0006
H 1.5705 -5.1464 1.3609
H 0.1413 -3.4103 0.8415
H -0.7362 -3.6470 -0.7576
H 1.0085 -3.4842 -0.6432
H 2.7911 -8.0072 1.4433
H 2.1258 -7.9822 2.9679
C 4.0532 6.7838 0.2266
C 4.0825 5.3225 0.0599
C 4.0641 4.9332 -1.3835
O 2.6940 4.9945 -1.7876
C 2.6047 4.4767 -3.1085
N 5.2354 4.8226 0.7912
H 4.8881 7.3127 -0.3565
H 4.1229 7.1273 1.2570
H 3.0575 7.1744 -0.1605
H 3.1551 4.9086 0.5362
H 4.4056 3.9366 -1.5963
H 4.6689 5.6559 -2.0176
H 3.1242 3.4901 -3.2423
H 3.0994 5.1175 -3.7757
H 1.5499 4.3398 -3.3800
H 5.5665 3.9065 0.5287
H 6.0387 5.4330 0.7573
C -2.6237 -1.7400 -5.1430
C -3.0588 -1.9789 -3.6961
C -4.1923 -2.9730 -3.6336
O -5.0543 -2.8424 -4.7792
C -6.0770 -1.8526 -4.5080
N -1.9814 -2.4650 -2.8041
H -1.8083 -1.0219 -5.1609
H -3.4510 -1.3306 -5.7832
H -2.2492 -2.6750 -5.6447
H -3.4206 -1.0497 -3.3186
H -4.7469 -2.9005 -2.6936
H -3.8467 -4.0164 -3.7590
H -5.8298 -0.7573 -4.5390
H -6.5684 -2.1406 -3.5656
H -6.8023 -1.9864 -5.3213
H -1.7198 -1.6919 -2.1894
H -1.1321 -2.7967 -3.2383
C -1.3677 -0.9977 0.4840
C -1.9248 0.2761 -0.1171
C -0.7822 1.2327 -0.4843
O -1.4544 2.4715 -0.8849
C -0.6255 3.5761 -0.8720
N -2.7131 -0.1074 -1.2809
H -1.1183 -0.8394 1.5635
H -0.3811 -1.2520 -0.0670
H -1.9897 -1.8688 0.3336
H -2.4791 0.7983 0.6851
H -0.0774 0.8960 -1.2499
H -0.2523 1.3709 0.4452
H -0.1921 3.7819 0.1068
H -1.1887 4.4680 -1.1202
H 0.2034 3.3845 -1.5981
H -3.5329 -0.5238 -1.0056
H -2.9675 0.7662 -1.7320
```

HOMO-LUMO gap, eV: 9.139
Highest occupied orbital energy, eV: -8.611
Energy, Ha: -4334.5292
Lowest unoccupied orbital energy, eV: 0.528
Net charge: 0